1.
{"formula": "C43H42I2N3O5PbTe", "method": "wB97M-V/def2-TZVPD", "lumo_ev": [0.0, -1.5], "relative_energy_kcal_mol": 0.00, "charge": 0, "multiplicity": 2, "orbital_gap_ha": [0.279, 0.249], "e_homo_ev": [-7.59, -8.33], "elements": ["Pb", "C", "C", "O", "C", "C", "C", "N", "N", "C", "O", "C", "C", "C", "C", "C", "C", "H", "H", "H", "H", "H", "H", "H", "H", "H", "H", "H", "H", "I", "C", "I", "H", "H", "O", "C", "O", "C", "C", "C", "C", "C", "C", "H", "H", "H", "H", "H", "C", "C", "C", "C", "C", "C", "Te", "N", "C", "O", "C", "C", "C", "C", "C", "C", "C", "C", "C", "C", "C", "C", "C", "C", "C", "C", "H", "H", "H", "H", "H", "H", "H", "H", "H", "H", "H", "H", "H", "H", "H", "H", "H", "H", "H", "H", "H", "H", "H"], "coordinates": [[0.401705, -0.035980, 1.127879], [-3.065269, 0.952574, 4.103080], [-2.277657, 0.101689, 3.147676], [-1.678653, 0.687537, 2.230380], [-2.291865, -1.326007, 3.369737], [-1.631127, -2.341500, 2.723443], [-1.904140, -3.757270, 3.157042], [-0.713705, -2.126879, 1.729254], [-0.249556, -3.238667, 1.208450], [0.694479, -3.062970, 0.242647], [1.198718, -1.973019, -0.103586], [1.143541, -4.316023, -0.424094], [1.801048, -4.222842, -1.646263], [2.201734, -5.372044, -2.311766], [1.961549, -6.619006, -1.748494], [1.326445, -6.714201, -0.516383], [0.912144, -5.567203, 0.144471], [-3.585623, 1.734561, 3.549613], [-2.344770, 1.427411, 4.774935], [-3.772486, 0.378805, 4.699046], [-2.916336, -1.643785, 4.192004], [-2.771822, -3.790495, 3.810590], [-1.033763, -4.148703, 3.693264], [-2.063227, -4.399154, 2.292899], [1.985384, -3.242236, -2.065615], [2.702506, -5.294665, -3.269057], [2.268002, -7.517245, -2.271536], [1.152425, -7.685926, -0.070272], [0.417013, -5.627073, 1.104685], [3.124232, 3.076312, 2.475993], [4.064882, 1.176180, 2.405009], [3.814513, 0.195433, 0.544643], [3.564807, 0.548804, 3.133529], [5.123023, 1.308441, 2.578512], [0.108108, -0.152824, 4.945591], [0.934972, -0.785727, 4.289867], [1.542817, -0.353831, 3.232368], [1.256272, -2.210630, 4.692704], [1.869118, -3.083803, 3.800224], [2.108270, -4.404591, 4.161857], [1.756793, -4.851697, 5.429088], [1.154695, -3.979673, 6.329350], [0.896165, -2.666196, 5.956971], [2.159377, -2.721665, 2.821563], [2.568683, -5.083664, 3.453802], [1.960979, -5.875836, 5.718649], [0.882281, -4.325373, 7.319078], [0.403919, -1.974386, 6.630121], [3.850971, 4.531927, -5.960952], [2.996194, 4.016191, -4.832241], [2.357099, 2.789084, -4.914180], [1.546278, 2.306739, -3.890639], [0.904365, 0.948782, -4.027879], [1.366762, 3.113523, -2.766758], [0.217585, 2.569016, -1.063097], [-0.725979, 0.839064, -1.124725], [-1.673184, 0.676713, -2.099517], [-1.850039, 1.384501, -3.090365], [-2.487128, -0.571832, -1.915367], [-2.921102, -1.262942, -3.042019], [-3.691043, -2.408165, -2.899671], [-4.049741, -2.853048, -1.631308], [-3.631056, -2.154367, -0.506810], [-2.844922, -1.018139, -0.647655], [-1.310899, 3.994153, -1.374192], [-1.662390, 4.372526, -2.662182], [-2.656323, 5.321159, -2.845062], [-3.279209, 5.884736, -1.739166], [-2.913389, 5.503126, -0.456826], [-1.924960, 4.545324, -0.241496], [-1.564947, 4.131929, 1.167799], [2.026852, 4.347516, -2.627118], [1.880439, 5.257733, -1.426533], [2.830053, 4.772216, -3.676240], [3.868068, 3.834964, -6.797141], [4.877040, 4.695042, -5.627916], [3.468569, 5.487826, -6.321591], [2.490265, 2.176951, -5.800904], [1.096327, 0.531082, -5.015699], [-0.174833, 1.013056, -3.880064], [1.300425, 0.251952, -3.281956], [-2.654841, -0.887420, -4.022694], [-4.015786, -2.954880, -3.777079], [-4.664131, -3.739778, -1.520384], [-3.920107, -2.488985, 0.482498], [-2.517837, -0.466109, 0.225696], [-1.174753, 3.917092, -3.513839], [-2.949287, 5.607561, -3.847749], [-4.058013, 6.626067, -1.876654], [-3.398442, 5.960251, 0.399980], [-2.131676, 4.710889, 1.895173], [-0.503183, 4.289237, 1.374411], [-1.779476, 3.074772, 1.345594], [1.976782, 4.722477, -0.478237], [0.910682, 5.761408, -1.433768], [2.655416, 6.021443, -1.440333], [3.347902, 5.722678, -3.586089]], "forces_ev_per_angstrom": [[0.166, -0.131, 0.650], [-0.011, 0.001, 0.074], [0.034, -0.017, 0.081], [-0.002, -0.257, -0.070], [-0.001, 0.099, -0.080], [0.004, 0.007, 0.022], [0.103, 0.072, -0.036], [-0.123, 0.059, 0.151], [0.186, -0.060, -0.296], [0.074, -0.274, 0.039], [-0.254, 0.115, 0.144], [-0.088, 0.047, 0.074], [0.064, -0.037, -0.075], [-0.001, 0.047, 0.039], [-0.011, 0.019, -0.009], [0.001, 0.019, 0.025], [-0.006, -0.036, -0.006], [0.031, -0.016, 0.011], [0.004, -0.048, -0.021], [0.020, 0.019, -0.022], [-0.045, 0.031, -0.002], [0.010, 0.017, 0.040], [-0.011, 0.010, -0.056], [-0.033, 0.002, 0.011], [-0.015, -0.024, -0.006], [-0.021, -0.008, 0.026], [0.007, 0.033, 0.034], [-0.002, 0.034, -0.015], [-0.020, 0.002, -0.036], [-0.006, 0.009, 0.004], [-0.179, 0.027, -0.057], [0.343, -0.034, -0.143], [-0.001, 0.010, 0.042], [0.023, 0.014, 0.026], [0.193, -0.053, -0.084], [-0.199, 0.150, -0.069], [-0.171, -0.164, -0.054], [0.035, 0.013, -0.010], [0.082, -0.084, 0.029], [-0.036, 0.064, -0.010], [0.013, 0.023, 0.002], [-0.030, 0.094, -0.052], [-0.068, -0.094, 0.014], [-0.006, 0.018, 0.027], [0.012, 0.021, 0.016], [-0.032, 0.019, -0.013], [0.007, 0.005, -0.013], [0.037, -0.033, -0.022], [-0.053, -0.028, 0.104], [0.006, 0.033, -0.035], [0.041, 0.005, -0.077], [-0.153, -0.251, 0.028], [0.182, 0.050, 0.012], [-0.036, -0.050, 0.088], [-0.144, 0.342, -0.182], [-0.337, 0.366, -0.655], [0.307, -0.272, 0.214], [-0.166, 0.191, 0.326], [-0.132, 0.057, 0.109], [-0.047, -0.015, -0.009], [0.031, -0.008, 0.047], [0.001, 0.015, -0.021], [0.015, 0.036, -0.025], [0.026, -0.099, 0.005], [-0.026, 0.021, 0.234], [0.012, 0.018, 0.034], [-0.024, 0.018, 0.012], [0.014, 0.000, -0.055], [-0.006, 0.037, 0.014], [0.036, -0.066, 0.003], [0.004, -0.012, -0.179], [-0.019, 0.047, -0.031], [-0.063, -0.166, -0.089], [0.062, 0.011, -0.042], [0.005, -0.008, 0.010], [0.005, -0.007, -0.007], [0.009, 0.003, -0.016], [-0.006, 0.028, 0.045], [0.069, 0.022, 0.018], [0.294, 0.031, -0.181], [0.002, 0.036, -0.044], [-0.010, -0.013, 0.040], [0.007, 0.032, 0.031], [0.053, 0.044, -0.015], [0.022, -0.004, -0.008], [-0.069, -0.021, -0.038], [-0.024, -0.010, 0.015], [0.018, 0.003, 0.049], [0.044, -0.031, 0.012], [0.016, -0.060, -0.058], [-0.008, 0.007, -0.020], [0.010, 0.009, 0.009], [0.005, -0.011, 0.008], [0.014, -0.026, 0.003], [-0.013, -0.019, 0.022], [-0.001, 0.006, -0.024], [-0.050, -0.024, -0.005]], "lowdin_charge": [1.278, 0.000, -0.435, -0.150, 0.014, -0.296, -0.021, -0.037, 0.082, -0.425, -0.178, -0.143, -0.019, -0.076, -0.086, -0.078, -0.027, 0.088, 0.099, 0.080, 0.111, 0.079, 0.082, 0.075, 0.113, 0.103, 0.102, 0.102, 0.106, 0.717, -1.141, 0.796, -0.062, -0.040, 0.032, -0.615, -0.286, -0.143, -0.039, -0.084, -0.098, -0.085, -0.025, 0.104, 0.100, 0.098, 0.099, 0.115, -0.044, -0.254, -0.006, -0.268, -0.041, -0.322, 1.730, -0.360, -0.606, -0.016, -0.149, -0.020, -0.077, -0.084, -0.074, -0.037, -0.362, -0.110, -0.068, -0.069, -0.046, -0.299, -0.064, -0.294, -0.069, -0.013, 0.075, 0.084, 0.083, 0.118, 0.083, 0.045, 0.088, 0.116, 0.102, 0.101, 0.101, 0.077, 0.104, 0.108, 0.106, 0.112, 0.083, 0.066, 0.062, 0.031, 0.084, 0.083, 0.123]}

=====

2.
{"formula": "C11H15NOS", "method": "wB97M-V/def2-TZVPD", "lumo_ev": [-0.7, -0.9], "relative_energy_kcal_mol": 143.30, "charge": 0, "orbital_gap_ha": [0.289, 0.279], "e_homo_ev": [-8.52, -8.47], "elements": ["C", "C", "C", "C", "C", "C", "C", "C", "C", "C", "C", "N", "O", "S", "H", "H", "H", "H", "H", "H", "H", "H", "H", "H", "H", "H", "H", "H", "H"], "coordinates": [[2.333615, 0.876339, -2.173615], [0.577059, 1.298841, 1.347848], [0.327577, 1.746112, -0.084865], [2.247959, -0.540536, 0.855809], [0.190686, -1.978083, -0.609431], [0.851574, -0.190121, 1.162519], [1.524847, 0.114708, -1.397261], [0.149524, 0.413177, -0.933134], [-0.121392, -0.739496, 0.078833], [-0.737746, 0.465243, -2.123888], [-1.599993, -0.783148, 0.538114], [3.017820, 1.564226, -2.762416], [2.908212, -2.232006, -1.402387], [1.651840, -1.685462, -1.934853], [1.400211, 1.846960, 1.625753], [-0.201474, 1.647668, 2.107670], [-0.544641, 2.404206, -0.122040], [1.116557, 2.277254, -0.497743], [3.092706, 0.174817, 0.965118], [2.531813, -1.507500, 0.677789], [0.564896, -2.841282, 0.083694], [-0.500705, -2.316409, -1.284966], [0.506852, -0.616987, 2.237368], [-0.680588, -0.603285, -2.595688], [-0.484908, 1.199354, -2.747782], [-1.786185, 0.684028, -1.892495], [-2.235286, -0.269433, -0.071149], [-1.724236, -0.621802, 1.584728], [-1.953600, -1.808698, 0.417367]], "forces_ev_per_angstrom": [[-0.160, 0.665, 0.493], [-1.711, 0.093, -0.839], [-3.025, -1.042, -0.168], [-0.637, 3.994, -2.106], [4.756, -2.228, 0.701], [-1.148, -1.745, 4.364], [0.272, -4.567, 2.408], [0.759, 1.605, 0.931], [-1.025, 2.835, 0.439], [-2.213, -4.382, 1.464], [1.882, -2.556, 0.912], [1.598, 1.482, -1.535], [0.510, -0.353, -0.088], [-1.339, 0.822, 1.810], [2.372, 0.722, 1.175], [0.555, -1.127, -1.247], [-0.131, -0.165, -0.292], [1.535, 1.112, -0.642], [-0.895, -0.492, 0.261], [0.566, -2.320, -0.452], [-0.698, 1.403, -1.367], [-2.272, -0.881, -1.080], [1.022, 0.085, -2.132], [-0.354, 2.153, 0.217], [1.466, 2.623, -2.895], [0.034, -0.297, 0.234], [-1.626, 2.005, -1.322], [-0.141, 0.763, 0.696], [0.051, -0.206, 0.060]], "lowdin_charge": [-0.305, -0.134, -0.076, 0.181, -0.199, -0.323, -0.329, -0.460, -0.453, -0.005, 0.021, 0.187, -0.542, 0.988, 0.080, 0.144, 0.125, 0.085, 0.116, 0.027, 0.155, 0.042, 0.192, 0.126, 0.048, 0.093, 0.045, 0.080, 0.090]}

=====

3.
{"formula": "C4H6O4", "method": "wB97M-V/def2-TZVPD", "lumo_ev": 0.7, "relative_energy_kcal_mol": 44.53, "charge": 0, "orbital_gap_ha": 0.417, "e_homo_ev": -10.64, "elements": ["C", "C", "O", "C", "O", "H", "H", "H", "H", "H", "H", "O", "C", "O"], "coordinates": [[-0.683050, -1.184750, 0.370115], [0.064095, -0.031406, -0.216313], [1.357875, 0.292221, 0.428937], [0.323941, 1.214411, 0.447136], [0.533262, 2.508362, -0.270001], [-0.601598, -1.251272, 1.462628], [-0.199905, -2.161864, -0.094274], [-1.714205, -0.997252, 0.052504], [0.241076, 0.059212, -1.295339], [0.031685, 1.496661, 1.450976], [1.026950, 2.191304, -0.976107], [4.080552, 0.599556, -0.715855], [4.057958, -0.198566, 0.092898], [4.094257, -1.005141, 0.904895]], "forces_ev_per_angstrom": [[0.968, -1.356, -1.370], [1.274, 0.010, -0.098], [-0.077, -0.082, -0.420], [0.516, 3.369, 0.535], [-1.669, -2.228, 3.051], [-0.020, 0.245, -0.384], [-1.422, 1.818, 0.960], [-0.053, -0.784, 0.176], [-0.666, -0.515, 0.203], [-0.574, -0.211, -0.070], [1.685, -0.287, -2.546], [-0.025, 1.835, -1.920], [0.135, -0.631, 0.731], [-0.075, -1.183, 1.153]], "lowdin_charge": [-0.037, -0.256, -0.013, -0.312, 0.019, 0.088, 0.127, 0.082, 0.154, 0.157, 0.031, 0.218, -0.474, 0.215]}